No. 1
Entry from the Open Molecules 2025 dataset: a 10-piece molecular cluster, C25H70O10 overall at a distorted geometry (the ωB97M-V functional and the def2-TZVPD basis).

```
105
Properties=species:S:1:pos:R:3
C 7.8970 14.9664 11.0910
C 8.3438 16.4237 11.0700
C 9.1069 16.7609 9.8061
O 7.1938 17.2490 11.1140
H 7.2151 14.7759 10.2623
H 7.4058 14.7051 12.0283
H 8.7608 14.3278 10.9064
H 8.9494 16.6281 11.9529
H 8.4837 16.6574 8.9178
H 9.9696 16.1191 9.6276
H 9.5339 17.7626 9.8552
H 7.5212 18.1368 10.9520
C 8.0911 10.5449 6.6771
C 9.0273 9.6598 7.5016
C 8.4211 8.9077 8.7008
O 9.5201 8.7242 6.5635
H 7.7392 11.4537 7.1653
H 7.2761 9.9706 6.2365
H 8.5498 11.0198 5.8098
H 9.7531 10.3164 7.9816
H 9.0976 8.1949 9.1724
H 7.4898 8.3890 8.4735
H 8.1553 9.5946 9.5044
H 10.2856 8.3539 7.0092
C 15.8822 12.8248 14.5239
C 15.5304 13.8339 13.4755
C 15.0824 13.2374 12.1347
O 14.6348 14.7436 14.0623
H 16.0944 13.3662 15.4458
H 16.6831 12.1311 14.2677
H 14.9483 12.3234 14.7777
H 16.4476 14.3606 13.2122
H 14.1352 12.7031 12.2090
H 15.7975 12.5290 11.7165
H 14.9651 14.0592 11.4284
H 13.8971 14.2032 14.3546
C 13.2382 7.0244 9.4355
C 12.2745 8.0345 8.8108
C 13.0332 9.1812 8.0696
O 11.5252 7.3475 7.8691
H 12.7061 6.2898 10.0399
H 13.9687 7.5452 10.0546
H 13.7744 6.4253 8.6996
H 11.6836 8.5254 9.5841
H 13.6122 8.8193 7.2199
H 13.8340 9.6117 8.6708
H 12.2952 9.9469 7.8306
H 11.0337 6.6653 8.3322
C 10.2100 14.6035 14.6803
C 11.5461 14.4997 15.4150
C 11.3014 14.2312 16.9162
O 12.3150 13.4353 14.8955
H 9.6032 15.3972 15.1162
H 9.5867 13.7098 14.6511
H 10.4582 14.8684 13.6525
H 12.0887 15.4449 15.3996
H 10.7906 13.3019 17.1682
H 10.7351 15.0084 17.4295
H 12.3060 14.1900 17.3371
H 12.0414 12.5986 15.2785
C 7.2384 11.1265 12.1378
C 6.8992 11.7815 13.5024
O 5.7136 12.5355 13.3945
H 8.1902 10.5964 12.1717
H 7.3994 11.8388 11.3286
H 6.4623 10.3995 11.8989
H 7.6987 12.4185 13.8809
H 6.7293 10.9480 14.1839
H 5.5610 12.8570 14.2861
C 12.0284 17.6460 13.6313
C 12.7902 17.0642 12.4679
O 14.1788 17.2005 12.6063
H 12.3775 17.4294 14.6409
H 10.9879 17.3475 13.5032
H 12.0870 18.7309 13.5444
H 12.5513 17.5771 11.5362
H 12.5060 16.0162 12.3728
H 14.4957 16.3469 12.9104
C 12.0634 8.1827 12.7911
C 13.1432 7.2760 13.3318
O 14.3574 7.4988 12.6824
H 11.7687 8.0712 11.7477
H 12.3249 9.2285 12.9526
H 11.1467 8.0931 13.3740
H 12.8267 6.2436 13.1833
H 13.2603 7.4451 14.4022
H 14.9573 7.0476 13.2808
C 9.7993 13.9593 6.9649
C 11.2999 13.8117 7.0587
O 11.7322 14.1394 8.3593
H 9.3985 13.2981 7.7332
H 9.4684 13.6169 5.9844
H 9.5380 14.9867 7.2183
H 11.7602 14.4226 6.2821
H 11.5606 12.7686 6.8797
H 12.6100 14.5066 8.2319
C 11.2293 12.4630 11.9489
C 11.2403 11.7168 10.6528
O 10.3506 12.4250 9.7943
H 11.6352 13.4700 11.8518
H 11.8348 11.9158 12.6715
H 10.1980 12.5600 12.2882
H 10.9962 10.6720 10.8446
H 12.2416 11.7581 10.2240
H 10.7329 13.1841 9.3480
```

The gap between HOMO and LUMO is 9.68 eV. The calculation puts the highest occupied orbital energy at -9.5 eV. The energy above the lowest of the compared OMol25 structures with the same formula, charge and spin comes out at 26.6 kcal per mole. Its SMILES is CC(C)O.CC(C)O.CC(C)O.CC(C)O.CC(C)O.CCO.CCO.CCO.CCO.CCO.

Atomic partial charges in e from the Mulliken method, atoms 1 to 6: C -1.02; C 1.00; C -1.32; O -0.59; H 0.47; H 0.30

=====

No. 2
Entry from the Open Molecules 2025 dataset: C3H3CrFO2 as an isolated structure at a distorted geometry (the ωB97M-V functional and the def2-TZVPD basis).

```
10
Properties=species:S:1:pos:R:3
F 3.2902 -1.5112 -0.4627
H 2.4927 -0.9767 -0.2464
H 4.2101 -4.4784 2.8183
O 5.6807 -3.2132 3.6214
O 4.3188 -1.5630 3.4316
C 4.7328 -3.5442 2.5606
C 3.8435 -2.3877 2.5099
C 5.3825 -2.0985 4.1179
H 5.2826 -3.6801 1.6006
Cr 6.2754 -1.0696 5.7379
```

The gap between HOMO and LUMO (spin up / spin down) is 4.50 / 6.23 eV. The calculation puts the highest occupied orbital energy (spin up / spin down) at -18.0 / -18.1 eV. The energy above the lowest of the compared OMol25 structures with the same formula, charge and spin comes out at 0.0 kcal per mole. The expectation value of S² is 6.06. The net charge is +2. Its spin multiplicity is 5.

Atomic partial charges in e from the Mulliken method, atoms 1 to 6: F -0.41; H 0.42; H 0.32; O -0.32; O -0.24; C -0.04

=====

No. 3
Entry from the Open Molecules 2025 dataset: one molecule with the formula C5H8ClNO at a distorted geometry (the ωB97M-V functional and the def2-TZVPD basis).

```
16
Properties=species:S:1:pos:R:3
Cl 0.6530 0.6229 -2.4086
C -0.6806 -0.1638 -1.7013
C -0.5415 -1.0469 -0.4952
N 0.7093 -1.1675 0.1568
C 0.8732 -0.2899 1.3004
C 0.5819 1.1564 0.9261
O -0.7262 1.3116 0.3828
C -1.2830 0.2486 -0.3950
H -1.4107 -0.4837 -2.4290
H -1.1556 -1.9449 -0.3857
H 1.5155 -1.0895 -0.4800
H 0.0400 -0.4833 2.1007
H 1.9287 -0.2481 1.6907
H 0.6090 1.7618 1.8152
H 1.2559 1.5745 0.1984
H -2.3690 0.2419 -0.2763
```

The gap between HOMO and LUMO is 9.41 eV. The calculation puts the highest occupied orbital energy at -8.5 eV. The energy above the lowest of the compared OMol25 structures with the same formula, charge and spin comes out at 58.1 kcal per mole. Its SMILES is Cl[C@H]1[C@H]2NCCO[C@@H]12.

Atomic partial charges in e from the Mulliken method, atoms 1 to 6: Cl -0.19; C -0.17; C -0.46; N -0.35; C -0.46; C -0.54

=====

No. 4
Entry from the Open Molecules 2025 dataset: C3H5Br2ClO as an isolated structure at a distorted geometry (the ωB97M-V functional and the def2-TZVPD basis).

```
12
Properties=species:S:1:pos:R:3
C 1.4196 -0.5118 -0.3109
C 0.1143 0.2294 -0.4309
C -1.1155 -0.0272 1.0664
O -0.6128 -0.2246 -1.5096
Cl -2.6765 -0.3810 0.5454
Br 2.7751 0.2714 -1.5220
Br -0.9911 1.6360 2.0972
H 1.7746 -0.3995 0.7465
H 1.1897 -1.5598 -0.5158
H 0.3633 1.3411 -0.3345
H -0.8805 -0.7140 1.8469
H -1.3601 0.3401 -1.6787
```

The gap between HOMO and LUMO (spin up / spin down) is 5.36 / 6.18 eV. The calculation puts the highest occupied orbital energy (spin up / spin down) at -4.8 / -10.1 eV. The expectation value of S² is 2.01. Its spin multiplicity is 3.

Atomic partial charges in e from the Mulliken method, atoms 1 to 6: C -0.64; C -0.32; C -0.08; O -0.44; Cl -0.12; Br -0.22

=====

No. 5
Entry from the Open Molecules 2025 dataset: C32H37LaN6O4PS2Se as an isolated structure at a distorted geometry (the ωB97M-V functional and the def2-TZVPD basis).

```
84
Properties=species:S:1:pos:R:3
La 8.5446 12.2539 15.9051
C 9.5781 12.9052 20.6137
C 9.7113 12.7297 19.1529
N 8.7726 13.1448 18.3390
N 7.8045 13.9346 18.8898
C 7.0423 14.6908 18.0376
N 6.2538 15.5458 18.7307
S 6.9928 14.7375 16.3674
C 10.8205 12.0734 18.5005
C 12.0380 11.9884 19.2213
C 13.1855 11.4940 18.5333
C 13.0030 10.9872 17.2393
C 11.7796 11.0578 16.6016
N 10.7322 11.6096 17.2244
H 8.6437 13.4895 20.7298
H 10.3938 13.4393 21.0278
H 9.4738 11.9683 21.1755
H 6.3003 15.5588 19.7248
H 5.5380 16.0124 18.1846
H 12.0066 12.2242 20.2888
H 14.1672 11.5298 18.9770
H 13.8420 10.4933 16.7611
H 11.5918 10.7135 15.5834
C 7.8352 15.9414 10.4026
C 7.9211 14.9738 9.2331
C 7.6305 15.4447 7.9718
C 7.7634 14.6405 6.7998
C 8.0933 13.3109 6.8994
C 8.3952 12.8002 8.1736
C 8.3125 13.6260 9.3291
P 8.7315 12.9532 10.9474
C 9.1069 11.1991 10.7207
C 10.4131 10.7458 10.4241
C 10.5827 9.4122 10.0444
C 9.5083 8.5406 9.9891
C 8.2471 9.0256 10.2530
C 8.0038 10.2727 10.7653
C 6.6208 10.6287 11.1320
C 10.2610 13.7603 11.3064
C 11.3021 13.6239 10.3545
C 12.6037 13.9016 10.6667
C 12.9768 14.4498 11.9048
C 11.9857 14.5572 12.8681
C 10.5879 14.1285 12.6487
C 9.6860 14.1319 13.7009
H 6.8297 16.0381 10.8266
H 8.1492 16.8861 9.9753
H 8.5988 15.7134 11.1543
H 7.3766 16.4701 7.8065
H 7.5722 15.1401 5.8940
H 8.1271 12.6132 6.0540
H 8.7179 11.7506 8.2804
H 11.2844 11.4181 10.3929
H 11.6162 9.0577 9.8789
H 9.6586 7.5216 9.7388
H 7.3837 8.3774 10.0123
H 6.0203 9.8019 11.4447
H 6.0538 11.0603 10.3189
H 6.6608 11.3949 11.9539
H 11.0166 13.3004 9.3289
H 13.3672 13.6838 9.9299
H 13.9530 14.8534 12.1473
H 12.1966 14.9683 13.8400
H 8.6381 14.1734 13.4814
H 10.0329 14.3112 14.7310
C 12.3485 5.8950 14.6659
N 12.1812 6.8595 15.7304
C 11.1294 6.9850 16.5708
S 11.2936 7.6679 18.1263
N 9.9322 6.5183 16.1115
C 9.4981 6.6751 14.7222
H 13.4170 5.6682 14.5991
H 12.0139 6.2821 13.6990
H 11.7637 4.9969 14.9274
H 13.0716 7.3227 16.0555
H 9.1325 6.6894 16.7695
H 9.6058 5.6609 14.2383
H 10.0575 7.4329 14.1814
H 8.4424 6.9785 14.7163
O 6.6139 11.3855 14.3643
Se 7.3769 10.0102 14.8313
O 6.8445 8.4965 14.5913
O 9.0013 10.1930 14.4144
O 7.5386 10.3506 16.5461
```

The gap between HOMO and LUMO is 4.71 eV. The calculation puts the highest occupied orbital energy at -3.2 eV. The net charge is -1.

Atomic partial charges in e from the Mulliken method, atoms 1 to 6: La 1.48; C -1.45; C 0.35; N 0.53; N -1.11; C 0.39

=====

No. 6
Entry from the Open Molecules 2025 dataset: one molecule with the formula C3H6Cl2NO2P at a distorted geometry (the ωB97M-V functional and the def2-TZVPD basis).

```
15
Properties=species:S:1:pos:R:3
C 1.3258 1.8842 1.9793
C 0.7345 1.5743 0.6268
Cl 1.7960 1.5756 -0.7692
N -0.4446 1.1515 0.5605
O -0.7836 0.5144 -0.6180
P -0.3132 -1.0969 -0.7374
C -1.7574 -1.9808 -1.4434
O 0.4288 -1.5267 0.4874
Cl 0.9849 -1.2029 -2.2139
H 0.6396 2.3669 2.6744
H 2.2789 2.4125 1.8729
H 1.4583 0.8769 2.2615
H -1.5991 -2.4409 -2.4791
H -2.1004 -2.7582 -0.5983
H -2.6487 -1.3498 -1.6035
```

The gap between HOMO and LUMO is 10.90 eV. The calculation puts the highest occupied orbital energy at -10.3 eV. The energy above the lowest of the compared OMol25 structures with the same formula, charge and spin comes out at 58.3 kcal per mole. Its SMILES is C/C(Cl)=N/O[P@](C)(=O)Cl.

Atomic partial charges in e from the Mulliken method, atoms 1 to 6: C -0.92; C 0.62; Cl -0.17; N -0.40; O -0.18; P 1.00

=====

No. 7
Entry from the Open Molecules 2025 dataset: an isolated ion of composition C6H13N2 and charge +1 at a distorted geometry (the ωB97M-V functional and the def2-TZVPD basis).

```
21
Properties=species:S:1:pos:R:3
C -1.4978 -1.6463 0.3850
C -0.7627 -0.9628 -0.7840
C 0.0585 0.4802 1.0264
C -0.8921 1.6909 0.9561
C 1.6072 -1.0147 0.0251
C 0.7069 0.8130 -1.2051
N -1.4084 -1.4150 1.6043
N 0.3533 -0.1979 -0.2399
H -2.1822 -2.3933 -0.1358
H -0.3441 -1.6655 -1.4962
H -1.4703 -0.2390 -1.0344
H 0.9233 0.6047 1.7360
H -1.6145 1.7322 0.2281
H -0.2573 2.6116 1.0973
H -1.4762 1.5988 1.8750
H 2.3106 -0.2205 0.2602
H 1.3805 -1.6135 0.8480
H 2.2096 -1.3973 -0.7236
H -0.0835 1.4294 -1.6048
H 1.3723 1.4631 -0.7674
H 1.0670 0.3419 -2.0501
```

The gap between HOMO and LUMO (spin up / spin down) is 9.51 / 10.18 eV. The calculation puts the highest occupied orbital energy (spin up / spin down) at -12.3 / -15.9 eV. The energy above the lowest of the compared OMol25 structures with the same formula, charge and spin comes out at 55.4 kcal per mole. The expectation value of S² is 2.02. The net charge is +1. Its spin multiplicity is 3.

Atomic partial charges in e from the Mulliken method, atoms 1 to 6: C 0.14; C -0.55; C -0.02; C -1.38; C -1.12; C -1.16

=====

No. 8
Entry from the Open Molecules 2025 dataset: C24H68N9O12P3S2V as an isolated structure at a distorted geometry (the ωB97M-V functional and the def2-TZVPD basis).

```
119
Properties=species:S:1:pos:R:3
O -5.0602 -2.2256 -0.8348
V -3.9529 -2.7779 -1.7607
O -2.4384 0.7603 -3.5897
C -3.1415 -0.3066 -3.9525
O -3.6956 -0.9682 -2.9726
O -3.2900 -0.6073 -5.1332
H -2.4280 0.6789 -2.6097
O -0.6013 -1.1753 0.5927
C -1.7881 -1.0378 -0.0322
O -2.4052 -2.0401 -0.5187
O -2.1128 0.1317 -0.3570
H -0.4887 -0.1940 0.6104
O -5.6811 0.4593 4.8525
P -4.3751 0.8336 4.2634
N -4.4485 1.8711 2.9189
C -4.5646 1.2905 1.5892
C -5.0882 3.1674 3.0755
N -3.4484 -0.5020 3.7839
C -2.1080 -0.4027 3.1664
C -3.9993 -1.8452 3.9365
N -3.3681 1.6569 5.3168
C -2.4488 2.7572 4.9638
C -3.8340 1.6916 6.7224
H -4.1819 0.2707 1.6098
H -3.8537 1.8150 0.9468
H -5.6117 1.2892 1.2773
H -4.9834 3.5833 4.0716
H -6.1286 3.0707 2.7396
H -4.7035 3.8310 2.2936
H -1.4709 0.0647 3.9239
H -1.7628 -1.3813 2.8574
H -2.1735 0.3483 2.3765
H -3.2613 -2.6376 3.8286
H -4.4509 -1.9841 4.9244
H -4.8796 -2.0623 3.3206
H -1.8790 3.1918 5.7810
H -1.7419 2.3407 4.2440
H -2.9527 3.5760 4.4467
H -4.8993 1.9243 6.7451
H -3.2231 2.3144 7.3702
H -3.7885 0.6991 7.1815
O 1.9126 5.8468 -1.5733
P 1.9653 4.6849 -2.4970
N 1.0789 3.2983 -2.0864
C 0.6731 3.0980 -0.7041
C 0.9535 2.1814 -3.0010
N 3.5622 4.1181 -2.5925
C 4.5361 5.0492 -3.1640
C 4.0878 3.0192 -1.7906
N 1.5255 5.0684 -4.0796
C 0.8421 6.3273 -4.3669
C 1.8749 4.2561 -5.2587
H 1.4732 2.8275 -0.0025
H 0.0841 2.1796 -0.6744
H 0.1321 3.9376 -0.2725
H 0.4589 1.2907 -2.6115
H 1.9892 1.8940 -3.2255
H 0.4017 2.3300 -3.9317
H 4.6140 5.9431 -2.5407
H 5.4274 4.4452 -3.3324
H 4.2467 5.4453 -4.1412
H 4.8827 3.3253 -1.1112
H 3.2518 2.4431 -1.3990
H 4.5141 2.3286 -2.5301
H 1.6099 7.1047 -4.4157
H 0.3178 6.1932 -5.3109
H 0.1525 6.5544 -3.5555
H 1.0821 3.8929 -5.9190
H 2.4696 3.4095 -4.9264
H 2.4220 4.9356 -5.9214
O 5.0360 -3.4882 -0.6506
P 3.6980 -3.2706 -1.2292
N 2.5011 -4.2181 -0.4949
C 2.5113 -4.2996 0.9741
C 1.4703 -4.9850 -1.2233
N 3.5678 -3.5137 -2.8922
C 2.6637 -2.7957 -3.7753
C 4.1809 -4.6963 -3.4538
N 3.1853 -1.6766 -0.9878
C 4.1173 -0.5898 -1.2181
C 1.7608 -1.3150 -1.1839
H 1.5510 -4.5280 1.4386
H 2.6153 -3.2700 1.3310
H 3.3485 -4.8933 1.3355
H 2.0202 -5.7263 -1.8057
H 0.9315 -4.2730 -1.8499
H 0.8603 -5.4703 -0.4670
H 2.5587 -3.2860 -4.7496
H 1.7075 -2.5496 -3.3326
H 3.1527 -1.9300 -4.2453
H 4.6364 -4.4514 -4.4146
H 4.8787 -5.2044 -2.7909
H 3.3662 -5.4178 -3.6130
H 5.0635 -1.0405 -0.9140
H 3.9082 -0.1496 -2.1969
H 3.9669 0.2087 -0.4799
H 1.0869 -2.1648 -1.1397
H 1.6179 -0.7229 -2.0916
H 1.4784 -0.6382 -0.3769
C 3.2101 1.8615 2.6572
S 1.8194 0.6720 2.9131
O 0.8255 0.7665 1.7837
C 2.5614 -0.9623 2.7381
H 2.9102 2.6618 3.3276
H 2.9897 2.2450 1.6556
H 4.2178 1.4616 2.6109
H 3.1680 -1.0057 1.8354
H 1.6236 -1.5103 2.6250
H 3.0026 -1.2844 3.6787
C -2.1050 -4.4374 1.5209
S -3.8980 -4.6698 1.1413
O -4.0128 -4.5453 -0.3723
C -4.0480 -6.4383 1.5323
H -1.6016 -4.2516 0.5764
H -1.7655 -5.2451 2.1659
H -2.0512 -3.5475 2.1469
H -3.4716 -6.9268 0.7480
H -5.0704 -6.7761 1.6780
H -3.5748 -6.6093 2.5006
```

The gap between HOMO and LUMO (spin up / spin down) is 6.00 / 6.31 eV. The calculation puts the highest occupied orbital energy (spin up / spin down) at -8.2 / -8.2 eV. The expectation value of S² is 0.78. Its spin multiplicity is 2.

Atomic partial charges in e from the Mulliken method, atoms 1 to 6: O -0.36; V 0.99; O -0.43; C 0.67; O -0.62; O -0.65

=====

no.,calculated total energy (hartree)
1,-1746.80475
2,-1409.98518
3,-785.43551
4,-5800.52450
5,-5441.86828
6,-1584.88553
7,-345.45938
8,-5115.41073